#i
A 6-piece molecular cluster, C8H28O7 overall, computed with the ωB97M-V functional and the def2-TZVPD basis.

Results
Orbital gap, eV: 10.01
HOMO energy, eV: -9.565
SMILES: COCCOC.CO.CO.CO.CO.O

ORCA input file:
```
! wB97M-V def2-TZVPD RIJCOSX def2/J DEFGRID3
* xyz 0 1
C 1.34 1.03 1.72
O 0.86 0.79 0.37
C -0.38 1.47 0.17
C -0.16 2.97 -0.03
O 0.51 3.17 -1.30
C 1.11 4.40 -1.50
H 1.67 2.06 1.84
H 2.08 0.25 1.88
H 0.60 0.86 2.50
H -1.10 1.13 0.91
H -0.64 1.08 -0.81
H 0.32 3.41 0.83
H -1.16 3.38 -0.10
H 2.04 4.37 -0.95
H 0.42 5.14 -1.08
H 1.32 4.73 -2.52
O -0.08 -1.70 0.31
H 0.23 -0.80 0.39
H 0.07 -1.92 -0.61
C -1.02 -1.09 -2.79
O 0.29 -1.54 -2.40
H -1.72 -1.18 -1.96
H -0.85 -0.01 -2.86
H -1.37 -1.63 -3.67
H 0.80 -1.64 -3.20
C -3.24 -2.28 1.53
O -4.58 -2.00 1.04
H -2.71 -3.05 0.97
H -2.73 -1.33 1.53
H -3.20 -2.58 2.58
H -4.52 -1.69 0.13
C 2.75 0.41 -2.13
O 2.79 1.61 -1.41
H 2.46 -0.42 -1.49
H 2.05 0.48 -2.97
H 3.75 0.28 -2.55
H 2.08 1.63 -0.76
C -0.12 -3.36 3.43
O 0.67 -3.56 2.21
H -1.11 -3.77 3.22
H 0.31 -3.92 4.25
H -0.16 -2.30 3.70
H 0.32 -2.91 1.60
*
```

---

#ii
A 8-piece molecular cluster, C8H28O7 overall, computed with the ωB97M-V functional and the def2-TZVPD basis.

Results
Orbital gap, eV: 9.03
HOMO energy, eV: -8.731
SMILES: C=C/C(=C/C)CCC.O.O.O.O.O.O.O

ORCA input file:
```
! wB97M-V def2-TZVPD RIJCOSX def2/J DEFGRID3
* xyz 0 1
C -1.72 -1.14 1.03
C -1.41 -0.56 -0.35
C -0.16 0.32 -0.43
C -0.26 1.35 -1.53
C -0.67 2.62 -1.35
C -1.24 3.16 -0.10
C 1.23 1.40 -3.47
C 0.20 0.83 -2.81
H -2.79 -1.38 1.09
H -1.30 -2.05 1.43
H -1.54 -0.42 1.82
H -2.32 -0.07 -0.68
H -1.31 -1.41 -1.07
H 0.63 -0.42 -0.69
H 0.09 0.83 0.51
H -0.62 3.31 -2.15
H -0.77 3.17 0.88
H -2.16 2.70 0.24
H -1.61 4.21 -0.29
H 1.51 2.42 -3.60
H 1.56 0.81 -4.34
H -0.08 -0.21 -3.03
H 1.50 -2.72 0.41
H 1.97 -4.03 0.74
O 1.53 -3.62 -0.02
H 3.08 -1.09 1.33
H 1.60 -0.87 1.62
O 2.27 -1.57 1.50
H -0.55 -3.42 -2.66
H 0.69 -3.71 -1.76
O -0.03 -3.08 -1.91
H -1.73 2.84 2.68
H -1.74 1.31 2.54
O -1.19 2.06 2.78
H 0.61 1.98 2.40
H 1.11 2.96 3.42
O 1.43 2.26 2.85
H 2.34 1.01 -0.54
H 2.26 1.53 1.00
O 2.57 0.86 0.38
H -0.22 -4.23 0.90
H -1.58 -3.80 0.22
O -1.17 -4.13 1.02
*
```

---

The relative energies come out as #i 172.2; #ii 0.0, with values in kJ/mol.